# 1
16
Properties=species:S:1:pos:R:3:forces:R:3:lowdin_charge:R:1 method="wB97M-V/def2-TZVPD" e_lumo_ev=0.7 smiles="CN[C@@H](C=O)CO" homo_lumo_gap_ev=9.7 de_lowest_ev=3.058
C 0.827 -0.232 1.775 0.4 -0.4 -2.9 -0.071
N 1.277 -0.113 0.296 -0.2 0.4 2.0 -0.088
C 0.367 0.037 -0.813 -1.7 1.0 -0.2 -0.299
C -0.811 0.940 -0.225 2.6 1.0 2.3 -0.260
O -1.789 1.612 -0.922 0.1 -0.4 -0.8 -0.004
C -0.332 -1.211 -1.313 0.8 -0.3 -2.4 -0.209
O -0.675 -1.394 -2.482 0.2 0.5 2.0 0.033
H 1.745 -0.223 2.367 -0.2 -0.4 -0.1 0.077
H 0.321 0.704 1.953 -0.4 -0.3 0.7 0.051
H 0.229 -1.175 1.850 0.3 1.0 0.7 0.087
H 2.073 -0.689 0.172 0.5 -0.5 -0.7 0.085
H 0.840 0.626 -1.636 -0.3 -0.7 0.4 0.164
H -0.207 1.732 0.259 -0.2 0.0 -0.5 0.127
H -1.142 0.450 0.694 -0.9 -0.5 -0.5 0.100
H -2.289 0.955 -1.393 -0.7 -0.3 -0.6 0.085
H -0.435 -2.020 -0.582 -0.3 -0.2 0.4 0.122

---

# 2
20
Properties=species:S:1:pos:R:3:forces:R:3:lowdin_charge:R:1 method="wB97M-V/def2-TZVPD" e_lumo_ev=-5.5 smiles="FC(F)C(F)(F)[C@H]1CNC(NI)=[NH+]1" total_charge=+1 homo_lumo_gap_ev=8.9
F -1.256 -1.536 -2.321 4.0 2.4 0.0 -0.038
C 0.106 -0.926 -2.488 -0.2 -0.6 -2.5 -0.063
F 0.044 0.479 -3.031 -0.2 -4.0 2.3 -0.041
C 1.053 -1.061 -1.145 1.4 -0.1 0.1 -0.171
F 1.631 -2.455 -1.201 -1.9 4.5 0.4 0.000
F 2.178 -0.095 -1.284 -3.1 -2.8 0.3 0.002
C 0.279 -0.744 0.268 0.9 0.6 0.1 -0.141
C 1.093 0.000 1.496 0.8 -2.4 2.6 -0.111
N 0.359 1.302 1.901 -1.4 -0.7 -1.9 0.030
C -0.977 1.129 1.202 0.6 0.4 -0.7 -0.260
N -2.248 1.525 1.554 5.1 -1.3 -0.7 -0.328
I -3.787 1.020 0.266 0.0 0.3 0.4 1.009
N -0.653 0.419 -0.093 -0.7 0.3 1.4 -0.001
H 0.621 -1.558 -3.360 -1.2 1.5 2.1 0.199
H -0.194 -1.747 0.645 0.4 2.2 -0.9 0.183
H 0.936 -0.644 2.484 0.3 1.0 -2.3 0.143
H 2.272 0.052 1.443 -2.6 0.5 -0.4 0.159
H 0.867 2.071 1.402 -0.9 -0.3 0.7 0.143
H -2.352 2.034 2.472 0.0 -0.7 -1.3 0.137
H 0.044 1.102 -0.522 -1.3 -0.8 0.3 0.147

---

# 3
67
Properties=species:S:1:pos:R:3:forces:R:3:lowdin_charge:R:1 method="wB97M-V/def2-TZVPD" e_lumo_ev=-2.9 total_charge=+1 homo_lumo_gap_ev=7.2 de_lowest_ev=5.840
Ba -0.225 -0.192 -1.530 -1.0 -1.8 0.7 1.945
C 4.511 -0.432 -2.835 -0.1 0.2 -0.1 -0.033
C 5.200 -1.016 -1.784 0.1 -0.1 0.1 -0.033
C 4.503 -1.494 -0.688 0.1 0.0 0.0 0.004
C 3.122 -1.349 -0.659 -0.5 -0.4 0.5 -0.225
N 2.470 -0.768 -1.663 -0.2 0.0 -0.1 -0.041
C 3.138 -0.318 -2.729 0.1 -0.2 0.4 -0.113
C 2.297 -1.973 0.457 0.0 0.2 -0.8 -0.232
C 2.844 -2.383 1.606 -0.2 -0.5 0.3 -0.006
C 2.141 -3.394 2.401 0.3 0.3 -0.1 -0.043
C 0.865 -3.692 2.182 -0.2 0.0 0.1 -0.052
C 0.050 -2.852 1.239 0.1 -0.1 0.0 -0.368
N 0.922 -2.225 0.187 0.4 0.3 0.0 -0.402
C -0.821 -1.851 1.979 -0.3 0.3 0.5 -0.095
C -0.686 -1.684 3.403 0.5 -0.2 -0.5 -0.032
C -1.581 -1.273 4.325 -0.4 0.1 0.0 -0.067
C -2.928 -0.863 4.020 0.4 -0.1 0.2 -0.054
C -3.321 -0.330 2.858 -0.1 0.0 -0.1 -0.015
N -1.754 -1.204 1.250 -0.2 0.5 0.0 -0.026
H 5.016 -0.072 -3.720 0.0 0.0 0.0 0.115
H 6.276 -1.130 -1.824 0.0 0.0 0.0 0.118
H 5.025 -2.008 0.106 0.0 0.0 0.0 0.113
H 2.546 0.125 -3.524 0.0 0.0 0.0 0.112
H 3.854 -2.101 1.862 0.0 0.0 0.0 0.110
H 2.704 -3.963 3.131 0.0 0.1 0.0 0.120
H 0.372 -4.500 2.707 0.0 0.1 0.0 0.129
H 0.256 -2.058 3.780 0.0 0.0 0.1 0.112
H -1.295 -1.369 5.365 -0.1 0.0 0.0 0.115
H -3.680 -1.061 4.777 0.0 0.0 0.0 0.117
H -4.383 -0.246 2.668 0.0 0.0 0.0 0.109
C -1.279 1.072 2.233 0.0 0.2 0.0 0.017
C -2.397 0.131 1.778 0.1 -0.4 -0.3 -0.309
N -2.237 -1.700 0.141 0.3 -0.2 0.2 -0.012
N -2.106 -3.092 0.160 0.2 0.1 -0.2 0.017
C -0.847 -3.709 0.306 -0.2 0.4 -0.1 -0.554
N -0.978 -5.067 0.574 0.3 0.0 0.0 0.111
S 0.510 -3.236 -1.197 -0.1 -0.5 0.3 0.795
C -3.148 0.919 0.682 0.3 -0.2 0.1 -0.232
C -4.304 1.631 0.959 0.0 0.0 0.0 0.003
C -4.785 2.518 0.003 -0.2 0.0 0.1 -0.031
C -4.113 2.684 -1.193 0.1 -0.1 0.0 -0.030
C -2.961 1.936 -1.383 -0.3 -0.1 0.1 -0.116
N -2.508 1.079 -0.472 0.3 0.0 -0.1 -0.011
H -0.614 1.309 1.399 0.0 0.0 0.0 0.077
H -0.695 0.696 3.066 -0.1 0.0 -0.1 0.080
H -1.759 2.003 2.538 0.1 0.0 0.0 0.112
H -2.654 -3.451 -0.611 0.0 0.0 0.0 0.141
H -1.691 -5.538 0.036 0.0 0.0 0.0 0.107
H -0.096 -5.559 0.528 0.0 0.0 0.0 0.101
H -4.814 1.541 1.905 0.0 0.0 0.0 0.112
H -5.683 3.083 0.217 0.0 0.0 -0.1 0.119
H -4.454 3.373 -1.952 0.0 0.0 0.0 0.115
H -2.384 2.025 -2.299 0.0 0.0 0.0 0.100
Cl 2.531 6.728 -3.732 0.0 -0.1 0.0 0.667
C 1.979 5.264 -2.975 0.0 0.1 0.0 -0.671
C 2.268 5.046 -1.615 0.1 0.1 0.1 -0.079
C 1.859 3.914 -0.965 0.0 0.2 -0.1 0.001
C 1.114 2.914 -1.640 -0.2 -0.5 0.1 -0.370
O 0.706 1.852 -1.027 0.7 1.6 0.1 -0.407
C 0.848 3.134 -3.028 0.0 0.2 -0.7 -0.135
C 0.181 2.204 -3.889 0.1 0.1 0.5 -0.209
O -0.250 1.086 -3.563 0.0 0.6 -1.2 -0.309
C 1.285 4.324 -3.672 0.0 0.0 0.2 -0.064
H 2.831 5.803 -1.082 0.0 0.0 0.0 0.112
H 2.090 3.765 0.081 0.0 0.0 0.0 0.119
H 0.053 2.521 -4.934 0.0 0.0 0.0 0.135
H 1.069 4.473 -4.723 0.0 0.0 0.0 0.116

---

# 4
119
Properties=species:S:1:pos:R:3:forces:R:3:lowdin_charge:R:1 method="wB97M-V/def2-TZVPD" e_lumo_ev=0.6 smiles="CC[C@@H](Cl)[PH3]CCCCCCCCCCOC.CC(C)=O.CC(C)=O.CC(C)=O.CC(C)=O.CC(C)=O.CC(C)=O.CC(C)=O" homo_lumo_gap_ev=8.6
C -4.407 -1.516 4.195 0.0 0.0 0.0 -0.140
C -4.192 -1.879 2.715 0.0 0.0 -0.1 -0.333
C -4.761 -0.901 1.695 0.1 -0.1 -0.1 -0.868
Cl -6.487 -0.509 2.009 0.0 0.0 0.1 0.557
P -3.731 0.727 1.564 -0.1 -0.1 0.0 0.796
C -2.739 2.318 1.370 0.0 0.1 0.0 -0.408
C -2.256 2.546 -0.063 -0.1 0.0 0.0 -0.272
C -1.025 1.745 -0.516 0.0 -0.1 -0.1 -0.224
C 0.176 1.804 0.436 0.0 0.1 0.1 -0.215
C 0.223 0.666 1.464 0.0 0.1 0.0 -0.205
C 0.845 -0.622 0.901 0.0 0.0 0.0 -0.209
C 2.278 -0.825 1.392 0.1 0.2 -0.2 -0.195
C 2.947 -2.177 1.071 0.0 -0.1 0.0 -0.192
C 2.003 -3.346 0.791 0.0 0.1 0.0 -0.198
C 2.771 -4.658 0.637 0.0 0.1 0.1 -0.232
O 2.026 -5.797 1.036 0.0 0.0 0.0 -0.193
C 0.864 -5.993 0.267 0.0 -0.2 -0.1 -0.127
H -4.820 -2.363 4.742 0.0 0.1 0.0 0.045
H -5.099 -0.679 4.305 0.0 0.0 0.0 0.039
H -3.468 -1.253 4.685 0.0 0.1 0.0 0.068
H -4.582 -2.878 2.509 0.0 0.0 0.0 0.104
H -3.115 -1.933 2.506 0.0 -0.1 0.0 0.095
H -4.761 -1.360 0.702 0.0 0.0 0.1 0.034
H -3.494 0.685 2.963 -0.1 0.1 0.1 0.032
H -2.825 -0.009 0.749 0.1 -0.1 0.0 0.027
H -4.872 1.363 0.984 0.0 0.0 -0.1 0.005
H -1.916 2.353 2.091 0.0 0.0 -0.1 0.062
H -3.433 3.123 1.645 0.0 0.0 0.1 0.071
H -2.044 3.610 -0.216 0.0 -0.1 0.0 0.106
H -3.088 2.314 -0.745 0.0 0.1 0.0 0.092
H -1.290 0.698 -0.703 0.1 0.0 0.1 0.074
H -0.725 2.145 -1.490 0.0 0.0 0.0 0.108
H 1.100 1.763 -0.154 0.0 0.0 0.1 0.100
H 0.183 2.777 0.941 0.0 0.0 0.0 0.109
H 0.797 0.994 2.339 0.0 -0.1 0.0 0.106
H -0.784 0.453 1.831 0.0 0.1 0.0 0.073
H 0.224 -1.487 1.144 0.0 0.1 0.0 0.100
H 0.866 -0.533 -0.193 -0.1 -0.2 0.0 0.107
H 2.869 -0.031 0.917 0.1 0.0 0.2 0.091
H 2.323 -0.625 2.468 -0.1 -0.1 0.0 0.109
H 3.622 -2.062 0.223 0.0 -0.1 0.0 0.088
H 3.578 -2.466 1.918 0.0 0.1 0.0 0.111
H 1.422 -3.141 -0.114 0.0 0.0 0.1 0.111
H 1.285 -3.462 1.612 0.1 0.0 0.0 0.120
H 3.653 -4.646 1.282 -0.1 0.0 0.0 0.124
H 3.115 -4.785 -0.397 0.0 0.1 0.0 0.112
H 0.020 -5.388 0.617 0.1 0.0 0.0 0.082
H 1.044 -5.761 -0.792 0.0 0.0 0.1 0.091
H 0.597 -7.048 0.350 -0.1 0.1 0.0 0.085
C 3.621 -0.832 -2.531 -0.1 0.0 0.0 -0.012
C 4.526 -2.034 -2.657 0.0 0.0 0.0 -0.486
O 4.340 -3.036 -2.002 0.0 0.0 0.0 0.059
C 5.665 -1.917 -3.634 0.0 -0.1 0.1 -0.033
H 2.831 -1.036 -1.811 0.0 0.0 0.0 0.065
H 4.194 0.038 -2.205 0.0 0.0 0.0 0.067
H 3.182 -0.595 -3.503 0.0 0.0 0.0 0.088
H 6.310 -1.079 -3.366 0.0 0.0 0.0 0.085
H 5.288 -1.717 -4.638 0.0 0.0 0.0 0.084
H 6.248 -2.834 -3.642 0.0 0.0 0.0 0.081
C -6.116 -2.320 7.874 0.0 0.0 -0.1 -0.022
C -5.169 -3.483 7.696 0.0 0.1 0.0 -0.502
O -4.925 -3.940 6.605 0.0 -0.1 0.0 0.065
C -4.542 -4.041 8.951 0.0 0.0 0.0 -0.025
H -6.501 -2.004 6.907 0.0 0.0 0.0 0.078
H -6.944 -2.607 8.525 0.0 0.0 0.0 0.084
H -5.599 -1.487 8.355 0.0 0.0 0.0 0.086
H -5.319 -4.383 9.637 0.0 0.0 0.0 0.084
H -3.977 -3.261 9.465 0.0 0.0 0.0 0.084
H -3.883 -4.867 8.699 0.0 0.0 0.0 0.081
C 9.254 -1.078 -7.643 -0.1 0.0 0.0 -0.024
C 9.040 -1.480 -6.203 0.1 0.0 0.0 -0.497
O 7.971 -1.346 -5.657 0.0 0.0 0.0 0.067
C 10.232 -2.060 -5.481 0.0 0.0 0.0 -0.022
H 8.333 -0.676 -8.056 0.0 0.0 0.0 0.081
H 10.046 -0.329 -7.708 0.0 0.0 0.0 0.084
H 9.576 -1.941 -8.228 0.0 0.0 0.0 0.085
H 11.054 -1.342 -5.479 0.0 0.0 0.0 0.084
H 10.584 -2.954 -6.000 0.0 0.0 0.0 0.085
H 9.960 -2.311 -4.460 0.0 0.0 0.0 0.082
C 4.052 2.633 1.531 0.0 -0.1 0.0 -0.020
C 4.376 2.564 0.058 -0.1 0.1 0.0 -0.501
O 4.926 1.601 -0.424 0.0 0.0 0.0 0.055
C 3.963 3.752 -0.770 0.1 -0.1 -0.1 -0.020
H 4.382 1.721 2.023 0.0 0.0 0.0 0.080
H 4.537 3.497 1.988 0.0 0.0 0.0 0.086
H 2.973 2.749 1.658 0.0 0.0 0.0 0.075
H 4.439 4.660 -0.397 0.0 0.0 0.0 0.068
H 2.887 3.914 -0.691 0.0 0.0 0.0 0.082
H 4.236 3.592 -1.811 0.0 0.0 0.0 0.086
C 3.051 9.218 -0.130 0.0 0.0 0.0 -0.024
C 3.609 7.915 -0.649 0.0 0.1 0.0 -0.502
O 2.929 6.920 -0.734 0.0 0.0 0.0 0.065
C 5.063 7.923 -1.059 0.0 -0.1 0.0 -0.023
H 2.004 9.093 0.132 0.0 0.0 0.0 0.082
H 3.615 9.544 0.746 0.0 0.0 0.0 0.085
H 3.152 9.996 -0.888 0.0 0.0 0.0 0.085
H 5.690 8.207 -0.212 0.0 0.0 0.0 0.086
H 5.225 8.664 -1.844 0.0 0.0 0.0 0.086
H 5.355 6.941 -1.421 0.0 0.0 0.0 0.074
C -9.488 -0.100 -2.615 0.0 0.1 -0.1 -0.025
C -8.525 0.960 -2.135 0.0 -0.1 0.0 -0.521
O -7.907 1.654 -2.910 0.0 0.1 -0.1 0.053
C -8.333 1.066 -0.646 0.0 0.0 0.0 -0.039
H -9.533 -0.097 -3.701 0.0 0.0 0.0 0.081
H -9.165 -1.080 -2.259 0.0 0.0 0.0 0.086
H -10.483 0.083 -2.204 0.0 0.0 0.0 0.084
H -8.013 0.100 -0.253 0.0 0.0 0.0 0.041
H -9.267 1.327 -0.146 0.0 0.0 0.0 0.088
H -7.576 1.815 -0.425 0.0 0.0 0.0 0.077
C -5.331 -0.411 -3.111 -0.1 -0.1 0.0 -0.011
C -4.507 -1.430 -2.365 0.1 0.1 -0.1 -0.500
O -5.016 -2.269 -1.659 0.0 0.0 0.1 0.060
C -3.007 -1.341 -2.531 0.0 0.0 0.0 -0.017
H -6.387 -0.583 -2.921 0.0 0.0 0.0 0.065
H -5.066 0.599 -2.793 0.0 0.0 0.0 0.088
H -5.142 -0.473 -4.184 0.0 0.0 0.0 0.092
H -2.655 -0.358 -2.209 0.0 0.0 0.0 0.063
H -2.740 -1.450 -3.583 0.0 0.0 0.0 0.087
H -2.522 -2.117 -1.945 0.0 0.0 0.0 0.084

---

# 5
60
Properties=species:S:1:pos:R:3:forces:R:3:lowdin_charge:R:1 method="wB97M-V/def2-TZVPD" e_lumo_ev="3.4 / 3.4" total_charge=-2 homo_lumo_gap_ev="4.7 / 4.6" de_lowest_ev=1.685
Li 0.061 0.064 -0.106 0.1 0.0 -0.1 0.554
O 3.877 6.415 0.892 -0.2 0.1 0.1 0.074
C 2.735 6.340 1.657 0.2 0.6 0.3 -0.495
O 2.564 7.181 2.518 0.2 -0.3 -0.5 0.062
C 1.833 5.235 1.385 -0.5 -0.5 0.0 -0.177
C 1.883 4.426 0.229 0.1 0.3 0.2 -0.044
C 1.054 3.353 0.083 0.0 -0.1 -0.1 -0.039
C 0.144 2.961 1.095 0.2 0.2 0.1 -0.296
C 0.048 3.821 2.224 -0.3 -0.3 0.0 -0.025
C 0.855 4.916 2.349 0.5 0.3 -0.2 -0.032
N -0.510 1.796 0.920 0.4 -0.2 -0.7 -0.011
C -1.537 1.429 1.663 -0.4 0.5 0.7 -0.153
C -2.137 0.164 1.513 -0.4 -0.2 0.2 -0.304
C -3.266 -0.198 2.286 0.1 0.1 0.0 -0.055
C -3.833 -1.434 2.113 0.1 -0.1 -0.1 -0.103
C -3.284 -2.301 1.167 -0.1 0.1 0.1 -0.074
C -2.172 -1.877 0.452 -0.3 -0.7 -0.1 -0.146
N -1.605 -0.698 0.612 0.2 0.4 0.1 0.021
H 3.939 5.647 0.312 -0.1 0.0 0.1 0.076
H 2.559 4.670 -0.584 0.0 0.0 -0.1 0.103
H 1.074 2.759 -0.818 0.1 0.0 0.0 0.088
H -0.645 3.584 3.018 0.0 0.0 0.0 0.089
H 0.790 5.557 3.219 0.0 0.0 0.0 0.112
H -1.994 2.100 2.395 0.1 0.0 -0.1 0.100
H -3.661 0.510 3.004 0.0 0.0 0.0 0.098
H -4.690 -1.734 2.701 -0.1 0.0 0.0 0.094
H -3.707 -3.278 1.000 0.1 -0.1 -0.1 0.094
H -1.714 -2.523 -0.283 0.2 -0.1 -0.2 0.060
Se 3.122 -5.940 -2.185 -0.3 0.5 -0.6 -0.382
Sb 1.247 -4.618 -3.177 -0.6 -0.5 1.9 -0.467
Se 0.938 -2.521 -1.811 0.2 -0.2 -0.4 -0.217
Se -0.867 -5.950 -3.127 0.6 0.5 -0.4 -0.395
Se 1.804 -4.051 -5.550 0.1 0.0 -0.3 -0.069
C 3.196 2.310 -6.926 0.1 -0.1 0.2 -0.073
C 4.281 1.491 -6.229 -0.2 -0.1 -0.2 -0.205
N 4.277 1.652 -4.783 0.2 -0.1 -0.1 -0.071
C 4.979 2.802 -4.263 0.3 0.1 0.2 -0.223
C 6.502 2.644 -4.266 -0.3 0.0 0.0 -0.080
C 3.320 0.926 -4.119 -0.1 0.1 0.0 -0.399
O 2.478 0.316 -4.743 -0.2 -0.2 0.0 0.089
C 3.348 0.850 -2.629 -0.1 -0.1 0.5 -0.092
C 4.496 0.854 -1.842 -0.4 0.0 -0.1 -0.007
C 4.370 0.671 -0.475 0.0 0.0 0.0 -0.040
C 3.107 0.469 0.061 0.3 0.0 0.1 -0.125
N 2.011 0.427 -0.680 -0.2 0.0 0.2 -0.027
C 2.131 0.598 -1.985 0.2 0.0 -0.7 -0.160
H 3.234 2.145 -8.001 0.0 0.0 -0.1 0.069
H 3.319 3.374 -6.729 0.0 0.1 0.0 0.061
H 2.224 1.989 -6.565 -0.1 0.0 0.0 0.071
H 5.269 1.769 -6.602 0.0 -0.1 0.0 0.107
H 4.105 0.434 -6.435 0.1 0.1 0.0 0.127
H 4.635 2.999 -3.247 0.0 0.0 -0.1 0.110
H 4.728 3.680 -4.874 -0.1 0.0 0.1 0.114
H 6.801 1.740 -3.744 0.1 -0.1 0.1 0.062
H 6.956 3.499 -3.768 0.1 0.1 0.0 0.071
H 6.892 2.592 -5.279 0.1 0.0 -0.1 0.061
H 5.475 0.968 -2.281 0.1 0.0 -0.1 0.098
H 5.242 0.670 0.160 0.0 0.0 0.1 0.101
H 2.964 0.323 1.124 0.1 0.0 0.1 0.118
H 1.228 0.522 -2.578 0.0 0.0 -0.1 0.105

---

# 6
8
Properties=species:S:1:pos:R:3:forces:R:3:lowdin_charge:R:1 method="wB97M-V/def2-TZVPD" e_lumo_ev=0.5 smiles="O=C(O)S.Cl" homo_lumo_gap_ev=10.5 de_lowest_ev=0.069
C 0.028 0.434 -0.635 -0.3 1.1 -0.1 -0.986
O -0.025 1.002 0.414 0.2 0.0 0.3 -0.023
O 0.463 -0.790 -0.865 0.4 -0.9 -0.2 -0.004
S -0.474 1.188 -2.163 0.0 -0.3 -0.4 0.852
Cl -0.398 -1.453 2.004 -0.1 -0.4 0.4 0.434
H 0.543 -1.483 2.870 0.0 0.0 0.0 -0.199
H 0.683 -1.241 -0.027 -0.2 0.4 -0.1 0.042
H -0.819 2.344 -1.597 0.0 0.0 0.2 -0.116

---

# 7
17
Properties=species:S:1:pos:R:3:forces:R:3:lowdin_charge:R:1 method="wB97M-V/def2-TZVPD" e_lumo_ev=1.1 smiles="C=C(C)P(C)C" homo_lumo_gap_ev=9.5 de_lowest_ev=1.869
C -0.714 0.554 0.212 -3.4 -2.4 1.1 -0.431
C -0.952 1.722 -0.340 -1.0 1.3 -1.8 -0.078
C -2.271 -0.377 0.684 1.4 2.8 -1.8 -0.054
C 2.039 0.949 0.705 0.3 1.6 0.3 -0.360
C 1.188 -1.492 -0.352 -1.6 2.6 -0.3 -0.273
P 0.751 -0.245 0.945 -0.8 0.0 0.3 0.812
H -1.913 1.976 -0.844 0.2 -0.6 1.0 0.065
H -0.322 2.569 -0.598 1.0 -0.5 0.4 0.045
H -1.914 -1.206 1.242 0.0 -0.4 1.1 -0.007
H -2.892 -0.802 -0.130 0.8 0.5 -0.1 0.039
H -2.936 0.402 1.179 1.2 -1.2 -0.1 0.062
H 2.092 1.370 -0.333 -0.2 0.2 1.1 0.059
H 2.076 1.659 1.611 0.1 -0.7 -1.8 0.069
H 2.855 0.262 0.758 1.2 -0.1 0.3 0.001
H 1.070 -1.115 -1.370 -0.1 -0.1 0.1 0.054
H 2.122 -1.905 -0.212 2.1 -0.9 0.5 0.006
H 0.445 -2.163 -0.071 -1.2 -1.9 -0.4 -0.010

---

# 8
16
Properties=species:S:1:pos:R:3:forces:R:3:lowdin_charge:R:1 method="wB97M-V/def2-TZVPD" e_lumo_ev=1.1 smiles="C[C@H]1N[C@H]1CC=O" homo_lumo_gap_ev=10.7 de_lowest_ev=1.958
C 1.382 1.029 0.623 0.0 -0.1 0.0 -0.055
C 0.124 1.239 -0.180 0.0 0.1 0.2 -0.331
N 0.138 0.840 -1.590 0.0 0.2 -0.3 0.056
C -0.742 0.138 -0.659 -0.2 -0.1 0.1 -0.308
C -0.439 -1.310 -0.389 0.0 0.1 -0.1 -0.127
C -0.781 -1.698 1.023 -0.1 0.1 0.3 -0.254
O -1.222 -0.930 1.846 0.2 -0.4 -0.3 0.053
H 1.907 0.123 0.308 -0.1 0.1 0.0 0.074
H 2.070 1.871 0.486 -0.1 -0.1 0.0 0.076
H 1.142 0.946 1.689 0.0 0.0 -0.1 0.079
H -0.410 2.158 0.064 0.1 -0.1 -0.1 0.137
H -0.387 1.496 -2.160 0.1 -0.1 0.0 0.092
H -1.807 0.363 -0.695 0.2 0.0 0.0 0.144
H 0.620 -1.532 -0.574 -0.1 0.0 0.1 0.121
H -0.989 -1.968 -1.076 0.0 0.1 0.1 0.124
H -0.604 -2.764 1.284 0.0 0.1 0.0 0.120

---

| no. | electronic energy (hartree) |
| --- | --- |
| 1 | -362.9732 |
| 2 | -1055.7039 |
| 3 | -2575.6369 |
| 4 | -2781.3300 |
| 5 | -11189.2763 |
| 6 | -1048.7745 |
| 7 | -538.3575 |
| 8 | -325.8656 |